C4H10O2 in the gas phase. Source: the Open Molecules 2025 dataset; level of theory: wB97M-V/def2-TZVPD.

Properties
**Molar mass**: 90.12 g mol⁻¹
**Gap between HOMO and LUMO**: 10.941 eV
**F_max**: 0.38 eV Å⁻¹
**Electronic energy**: -308.8798 hartree
**Energy relative to the best compared isomer or geometry (same formula, charge and spin)**: 11.5 kcal/mol
**SMILES**: CC(C)(O)CO

The geometry in ORCA input format:
```
! wB97M-V def2-TZVPD RIJCOSX def2/J DEFGRID3
* xyz 0 1
C -1.269 -1.012 -0.320
C -0.134 -0.098 0.150
C -0.539 1.375 0.126
O 0.284 -0.460 1.478
C 1.142 -0.326 -0.666
O 2.219 0.388 -0.115
H -0.879 -1.954 -0.721
H -1.923 -1.256 0.524
H -1.874 -0.532 -1.094
H -0.873 1.676 -0.873
H -1.369 1.557 0.822
H 0.315 1.999 0.409
H -0.297 -0.014 2.104
H 1.349 -1.409 -0.686
H 1.003 0.017 -1.697
H 2.161 0.198 0.834
*
```

=====

C2H6N2OS in the gas phase in a non-equilibrium geometry. Source: the Open Molecules 2025 dataset; level of theory: wB97M-V/def2-TZVPD.

Properties
**Molar mass**: 106.15 g mol⁻¹
**Gap between HOMO and LUMO**: 9.639 eV
**F_max**: 1.51 eV Å⁻¹
**Electronic energy**: -662.7125 hartree
**Energy relative to the best compared isomer or geometry (same formula, charge and spin)**: 34.1 kcal/mol
**SMILES**: NNC(=S)CO

The geometry in ORCA input format:
```
! wB97M-V def2-TZVPD RIJCOSX def2/J DEFGRID3
* xyz 0 1
C 0.077 0.275 0.013
C 1.370 -0.496 0.179
H -2.471 0.616 0.631
H -2.354 0.577 -0.984
H -0.932 -1.519 -0.094
H 1.299 -1.468 -0.340
H 1.476 -0.682 1.270
H 2.335 1.106 -0.133
N -2.321 -0.017 -0.150
N -1.014 -0.486 -0.063
O 2.492 0.160 -0.330
S 0.042 1.935 0.001
*
```

=====

A molecular structure, H12O6Zn. Source: the Open Molecules 2025 dataset; level of theory: wB97M-V/def2-TZVPD.

Properties
**Molar mass**: 173.48 g mol⁻¹
**Gap between HOMO and LUMO**: 13.258 eV
**F_max**: 0.51 eV Å⁻¹
**Electronic energy**: -2237.4524 hartree
**Energy relative to the best compared isomer or geometry (same formula, charge and spin)**: 2.8 kcal/mol

The geometry in ORCA input format:
```
! wB97M-V def2-TZVPD RIJCOSX def2/J DEFGRID3
* xyz 2 1
Zn 0.058 -0.051 0.097
O 0.924 -0.994 1.696
H 1.455 -0.555 2.372
H 1.146 -1.934 1.744
O -0.579 -1.876 -0.767
H -0.392 -2.249 -1.636
H -1.367 -2.334 -0.446
O -1.618 0.261 1.327
H -2.492 0.332 0.924
H -1.775 0.211 2.278
O 1.721 -0.238 -1.224
H 2.556 -0.577 -0.877
H 1.853 -0.166 -2.177
O -1.078 0.956 -1.451
H -1.101 0.719 -2.386
H -1.688 1.700 -1.372
O 0.683 1.891 0.638
H 1.572 2.242 0.770
H 0.122 2.661 0.491
*
```

=====

A gas-phase ion, C7H13N2OS (charge +1) in a non-equilibrium geometry. Source: the Open Molecules 2025 dataset; level of theory: wB97M-V/def2-TZVPD.

Properties
**Molar mass**: 173.26 g mol⁻¹
**Gap between HOMO and LUMO**: 10.038 eV
**F_max**: 4.88 eV Å⁻¹
**Electronic energy**: -857.1117 hartree
**Energy relative to the best compared isomer or geometry (same formula, charge and spin)**: 74.6 kcal/mol
**SMILES**: CC1=NC(=S(C)(C)=O)C=[N+]1C

The geometry in ORCA input format:
```
! wB97M-V def2-TZVPD RIJCOSX def2/J DEFGRID3
* xyz 1 1
C 0.435 -1.334 0.008
C -0.320 -0.152 -0.070
C 1.690 0.478 -0.200
C -2.976 0.423 1.520
C 2.899 1.348 -0.278
C 2.802 -1.804 0.249
C -2.759 1.189 -1.287
N 1.727 -0.872 -0.024
N 0.457 0.966 -0.259
O -2.883 -1.464 -0.434
S -2.308 -0.162 -0.107
H 0.165 -2.420 -0.223
H -4.092 0.082 1.354
H -2.806 1.431 1.460
H 3.587 1.194 0.653
H 3.464 0.980 -1.188
H 2.774 2.550 -0.330
H 2.335 -2.717 0.814
H 3.233 -2.162 -0.716
H 3.539 -1.330 0.850
H -3.705 1.332 -0.859
H -2.063 1.934 -0.991
H -2.739 0.613 -2.207
H -2.457 -0.102 2.266
*
```

=====

CH4N3P in the gas phase in a non-equilibrium geometry. Source: the Open Molecules 2025 dataset; level of theory: wB97M-V/def2-TZVPD.

Properties
**Molar mass**: 89.04 g mol⁻¹
**Gap between HOMO and LUMO**: 7.694 eV
**F_max**: 3.00 eV Å⁻¹
**Electronic energy**: -545.9772 hartree
**Energy relative to the best compared isomer or geometry (same formula, charge and spin)**: 91.1 kcal/mol

The geometry in ORCA input format:
```
! wB97M-V def2-TZVPD RIJCOSX def2/J DEFGRID3
* xyz 0 1
C -0.570 0.967 -0.225
N 0.928 0.890 -0.153
N 1.507 -0.159 -0.077
N 1.043 -1.308 0.059
P -1.460 -0.627 -0.190
H -0.844 1.608 0.615
H -0.784 1.508 -1.155
H 1.647 -2.105 -0.077
H -1.467 -0.774 1.203
*
```

=====

C3H5NS3 in the gas phase in a non-equilibrium geometry. Source: the Open Molecules 2025 dataset; level of theory: wB97M-V/def2-TZVPD.

Properties
**Molar mass**: 151.28 g mol⁻¹
**Gap between HOMO and LUMO**: 9.038 eV
**F_max**: 1.13 eV Å⁻¹
**Electronic energy**: -1366.5738 hartree
**Energy relative to the best compared isomer or geometry (same formula, charge and spin)**: 25.2 kcal/mol
**SMILES**: S=C1[C@@H](S)CN1S

The geometry in ORCA input format:
```
! wB97M-V def2-TZVPD RIJCOSX def2/J DEFGRID3
* xyz 0 1
C -1.103 -0.426 0.623
C -0.081 -1.591 0.413
C 0.036 0.514 0.229
H -3.129 -1.410 0.157
H -1.387 -0.315 1.663
H -0.293 -2.336 -0.383
H 0.173 -2.077 1.389
H 3.011 -1.354 0.613
N 0.886 -0.515 0.030
S -2.535 -0.381 -0.454
S 2.572 -0.503 -0.337
S 0.107 2.142 0.088
*
```

=====

2 unconnected molecules or ions with the total composition C4H12N6 in a non-equilibrium geometry. Source: the Open Molecules 2025 dataset; level of theory: wB97M-V/def2-TZVPD.

Properties
**Molar mass**: 144.18 g mol⁻¹
**Gap between HOMO and LUMO (spin up / spin down)**: 5.795 / 3.772 eV
**F_max**: 4.52 eV Å⁻¹
**Electronic energy**: -487.3830 hartree
**Energy relative to the best compared isomer or geometry (same formula, charge and spin)**: 101.6 kcal/mol

The geometry in ORCA input format:
```
! wB97M-V def2-TZVPD RIJCOSX def2/J DEFGRID3
* xyz 2 1
C -3.323 1.048 -0.355
C -2.568 -1.216 -0.389
C -4.429 1.002 0.721
C -2.530 -1.528 0.955
N -2.701 0.039 -0.857
N -5.613 0.414 0.193
N -1.848 -1.579 1.935
N -6.615 1.163 -0.089
N -2.716 -2.186 -1.332
N 8.593 -0.579 -0.080
H -3.243 1.960 -0.955
H -3.998 0.203 1.300
H -4.468 1.993 1.123
H 7.963 -1.200 0.355
H -1.901 -1.789 2.906
H -7.355 0.601 -0.444
H -6.599 2.240 0.102
H -2.478 -3.087 -1.053
H -2.555 -1.939 -2.373
H 8.220 0.243 -0.600
H 8.999 -1.197 -0.866
H 9.345 -0.251 0.489
*
```

=====

2 unconnected molecules or ions with the total composition C4H4FN in a non-equilibrium geometry. Source: the Open Molecules 2025 dataset; level of theory: wB97M-V/def2-TZVPD.

Properties
**Molar mass**: 85.08 g mol⁻¹
**Gap between HOMO and LUMO (spin up / spin down)**: 6.521 / 7.697 eV
**Expectation value of S²**: 2.004
**F_max**: 8.36 eV Å⁻¹
**Electronic energy**: -309.1258 hartree
**Energy relative to the best compared isomer or geometry (same formula, charge and spin)**: 67.8 kcal/mol

The geometry in ORCA input format:
```
! wB97M-V def2-TZVPD RIJCOSX def2/J DEFGRID3
* xyz 0 3
C -2.014 0.853 1.239
C 0.599 -0.742 -0.714
C 0.142 -1.883 -0.708
C 1.320 0.480 -0.379
N -2.509 1.616 1.958
F -0.307 -3.057 -1.087
H -1.641 0.197 0.539
H 2.255 0.284 0.123
H 0.765 1.109 0.330
H 1.391 1.142 -1.300
*
```